# 1
{
  "formula": "C4H7N4",
  "method": "ωB97M-V with the def2-TZVPD basis set",
  "symbols": ["N", "C", "C", "N", "C", "N", "N", "C", "H", "H", "H", "H", "H", "H", "H"],
  "coordinates": [[2.8086, -0.8404, 0.3458], [1.8967, -0.3250, -0.3688], [0.9292, 0.6919, 0.2752], [-0.5025, 0.3532, 0.1054], [-1.5062, 1.3254, 0.0623], [-2.6728, 0.7083, -0.0689], [-2.3929, -0.5931, -0.0841], [-1.0779, -0.8617, 0.0151], [3.3684, -1.4854, -0.2216], [1.8814, -0.6228, -1.4478], [1.1250, 0.6523, 1.3783], [1.1659, 1.7352, -0.0308], [-1.4025, 2.4174, 0.1365], [-3.0884, -1.3382, -0.1479], [-0.5320, -1.8169, 0.0514]],
  "forces_ev_per_a": [[-0.615, 0.153, -0.035], [0.423, -0.447, -0.424], [1.173, -0.549, 1.135], [0.014, 1.095, -0.385], [-0.990, -1.913, -0.237], [0.637, 0.970, 0.251], [1.389, -1.521, 0.044], [-0.137, 1.514, 0.127], [0.045, 0.236, 0.243], [-0.737, 0.764, 0.628], [0.004, -0.003, -0.932], [-0.628, -0.763, -0.192], [0.207, -0.827, -0.099], [-0.156, 0.720, -0.043], [-0.630, 0.571, -0.081]],
  "mulliken_charge": [-0.49, -0.22, -0.40, 0.02, -0.02, -0.55, 0.23, 0.00, 0.29, 0.40, 0.27, 0.38, 0.40, 0.26, 0.43],
  "charge": 1,
  "homo_ev": -14.4,
  "total_energy_ev": -10213.9737,
  "orbital_gap_ev": 10.491,
  "lumo_ev": -3.90,
  "de_lowest_ev": 1.249,
  "molar_mass_g_mol": 111.128,
  "smiles": "[H]/N=C/Cn1cn[nH+]c1",
  "largest_force_ev_per_a": 2.17
}


# 2
{
  "formula": "C4H7N4",
  "method": "ωB97M-V with the def2-TZVPD basis set",
  "symbols": ["C", "C", "C", "C", "N", "N", "N", "N", "H", "H", "H", "H", "H", "H", "H"],
  "coordinates": [[1.9731, -0.7961, 0.0958], [1.4505, 0.4097, 0.3070], [0.2430, 0.0786, -1.3290], [-0.1665, 2.1716, -0.1744], [1.6196, -1.5306, -0.9614], [0.7024, -0.9766, -1.7186], [0.4178, 1.0739, -0.3948], [-2.2247, -1.4058, 0.6081], [2.7338, -1.3041, 0.7580], [1.6864, 1.0901, 1.1292], [-0.9175, 2.4647, -0.9124], [-2.6344, -1.4118, -0.3502], [0.0686, 2.5659, 0.7770], [-2.2623, -0.4936, 0.9391], [-2.6898, -1.9359, 1.2265]],
  "forces_ev_per_a": [[1.418, -2.229, 0.239], [-0.404, 4.778, 3.779], [-5.200, 4.889, -2.997], [-1.844, 1.454, -0.475], [1.461, -1.808, 0.210], [0.683, -1.693, -0.179], [3.779, -7.337, -1.307], [2.250, 1.102, -4.396], [-0.944, 1.130, -0.647], [0.787, -0.812, 0.262], [0.179, 0.294, 0.551], [0.207, -0.302, 1.377], [0.001, 1.203, 0.617], [-0.207, 1.982, 0.647], [-2.165, -2.651, 2.319]],
  "mulliken_charge": [-0.36, 0.02, 0.24, -0.04, -0.27, -0.10, 0.14, -0.61, 0.40, 0.35, 0.34, 0.23, 0.28, 0.18, 0.21],
  "charge": 1,
  "homo_ev": [-13.6, -13.6],
  "s_squared": 2.057,
  "total_energy_ev": -10207.3869,
  "orbital_gap_ev": [7.724, 6.037],
  "spin_multiplicity": 3,
  "lumo_ev": [-5.89, -7.57],
  "de_lowest_ev": 3.245,
  "molar_mass_g_mol": 111.128,
  "largest_force_ev_per_a": 8.36
}


# 3
{
  "formula": "C4H7NO",
  "method": "ωB97M-V with the def2-TZVPD basis set",
  "symbols": ["C", "C", "C", "C", "N", "O", "H", "H", "H", "H", "H", "H", "H"],
  "coordinates": [[0.2075, -0.1843, -0.9282], [1.4708, -0.1974, -1.0582], [-1.2445, -0.0569, -1.1407], [-1.0030, -0.5406, 0.4160], [0.1703, 0.8660, 2.0817], [-0.9723, 0.5471, 1.2192], [2.1250, -0.6313, -0.3414], [2.1234, 0.0995, -1.8562], [-1.6200, 0.9698, -1.2870], [-1.7133, -0.6752, -1.9368], [-1.1099, -1.6405, 0.8149], [0.8891, 1.3628, 1.4351], [0.6768, 0.0811, 2.5815]],
  "forces_ev_per_a": [[-5.361, -1.280, 2.517], [2.830, -0.266, -0.319], [0.771, 0.059, 0.629], [2.879, -0.762, -4.144], [1.674, 0.780, -1.146], [-0.045, 0.345, 1.837], [0.106, -0.349, 1.164], [-0.505, 0.555, -1.075], [0.055, -0.399, 0.604], [0.399, -0.125, 0.994], [0.093, 2.410, -0.957], [-1.589, -1.416, 1.254], [-1.307, 0.447, -1.359]],
  "mulliken_charge": [0.09, -0.56, -0.48, -0.18, -0.45, -0.29, 0.28, 0.25, 0.21, 0.27, 0.33, 0.27, 0.26],
  "homo_ev": -8.3,
  "total_energy_ev": -7792.9062,
  "orbital_gap_ev": 9.320,
  "lumo_ev": 1.04,
  "de_lowest_ev": 6.738,
  "molar_mass_g_mol": 85.106,
  "smiles": "C=C1C[C@@H]1ON",
  "largest_force_ev_per_a": 6.06
}


# 4
{
  "formula": "C4H7NO",
  "method": "ωB97M-V with the def2-TZVPD basis set",
  "symbols": ["C", "N", "C", "C", "C", "O", "H", "H", "H", "H", "H", "H", "H"],
  "coordinates": [[1.8004, 0.4550, -0.3536], [0.3654, 0.5024, -0.6447], [-0.4755, 1.0203, 0.4101], [-0.4266, -0.4596, 0.1096], [-1.5191, -1.2059, -0.4081], [-2.0085, -1.9093, 0.5397], [2.2429, 1.4340, -0.5797], [2.2629, -0.2994, -1.0017], [2.0196, 0.1926, 0.6967], [-0.0192, 1.3292, 1.3573], [-1.3255, 1.6268, 0.0893], [-1.0522, -1.4327, 1.1775], [-1.9305, -1.2967, -1.4200]],
  "forces_ev_per_a": [[0.062, -0.003, -0.011], [0.014, -0.185, 0.234], [-0.149, 0.088, 0.144], [-0.204, 0.018, -0.187], [0.130, 0.089, 0.191], [0.563, 0.457, 0.031], [-0.101, -0.232, 0.043], [-0.096, 0.190, 0.154], [-0.126, 0.071, -0.233], [-0.070, -0.104, -0.317], [0.244, -0.157, 0.051], [-0.376, -0.259, -0.339], [0.110, 0.027, 0.240]],
  "mulliken_charge": [-0.76, -0.34, -0.22, -0.34, -0.10, -0.43, 0.29, 0.28, 0.30, 0.24, 0.23, 0.45, 0.40],
  "homo_ev": -8.6,
  "total_energy_ev": -7794.2601,
  "orbital_gap_ev": 8.847,
  "lumo_ev": 0.27,
  "de_lowest_ev": 5.384,
  "molar_mass_g_mol": 85.106,
  "largest_force_ev_per_a": 0.73
}


# 5
{
  "formula": "C4H7NO",
  "method": "ωB97M-V with the def2-TZVPD basis set",
  "symbols": ["O", "C", "C", "N", "C", "C", "H", "H", "H", "H", "H", "H", "H"],
  "coordinates": [[-1.6290, -0.7654, 0.9903], [-1.0403, -0.0211, -0.0475], [-0.1964, 1.2496, 0.2325], [0.8819, 0.7666, -0.6903], [1.4354, -0.3913, -0.0055], [0.1764, -0.5630, -0.7593], [-1.2052, -1.6314, 1.0077], [-1.8160, 0.2400, -0.7761], [0.1559, 1.3904, 1.2605], [-0.6416, 2.1789, -0.1290], [1.4588, -0.3909, 1.0835], [2.3291, -0.7811, -0.4856], [0.1441, -1.1764, -1.6567]],
  "forces_ev_per_a": [[0.124, -0.098, 0.162], [0.089, 0.203, -0.271], [-0.126, 0.200, 0.148], [0.109, 0.204, -0.038], [0.175, -0.145, 0.169], [-0.136, -0.335, -0.228], [-0.051, 0.142, 0.106], [0.067, -0.115, 0.078], [-0.104, -0.086, -0.141], [0.037, -0.173, 0.044], [-0.068, -0.031, -0.153], [-0.142, 0.015, 0.091], [0.025, 0.219, 0.032]],
  "mulliken_charge": [-0.56, 0.29, -0.56, -0.48, -0.18, -0.42, 0.34, 0.25, 0.29, 0.27, 0.18, 0.25, 0.33],
  "homo_ev": -9.5,
  "total_energy_ev": -7796.7289,
  "orbital_gap_ev": 10.398,
  "lumo_ev": 0.90,
  "de_lowest_ev": 2.916,
  "molar_mass_g_mol": 85.106,
  "smiles": "O[C@H]1CN2C[C@@H]12",
  "largest_force_ev_per_a": 0.43
}


# 6
{
  "formula": "C4H7NO",
  "method": "ωB97M-V with the def2-TZVPD basis set",
  "symbols": ["O", "C", "C", "C", "N", "C", "H", "H", "H", "H", "H", "H", "H"],
  "coordinates": [[2.1687, 0.3785, 0.0147], [0.8387, 0.3425, -0.4273], [0.3323, -0.9489, 0.0920], [-1.1665, -0.3884, -0.0721], [-1.2669, 0.4898, 1.1168], [-0.5735, 0.9742, -0.0869], [2.3045, -0.6671, -0.0171], [0.7736, 0.4281, -1.5304], [0.4485, -0.9427, 1.1777], [1.2860, -1.6949, -0.2014], [-2.0387, -0.7718, -0.6006], [-2.1870, 0.9479, 1.1520], [-0.9196, 1.8528, -0.6172]],
  "forces_ev_per_a": [[0.709, -1.344, 0.006], [-0.823, -0.343, 0.123], [1.232, -1.353, -0.081], [0.339, -0.387, -0.286], [0.257, -0.099, -0.120], [0.354, 0.505, -0.294], [0.656, 3.476, 0.409], [0.244, -0.291, 0.302], [0.036, 0.130, -0.007], [-3.664, -0.041, -0.216], [0.357, 0.118, 0.183], [0.424, -0.295, -0.133], [-0.121, -0.076, 0.114]],
  "mulliken_charge": [-0.53, 0.15, -0.62, -0.37, -0.60, -0.18, 0.29, 0.23, 0.36, 0.24, 0.41, 0.26, 0.35],
  "homo_ev": -9.5,
  "total_energy_ev": -7794.1817,
  "orbital_gap_ev": 10.365,
  "lumo_ev": 0.84,
  "de_lowest_ev": 5.463,
  "molar_mass_g_mol": 85.106,
  "smiles": "O[C@H]1C[C@H]2N[C@@H]12",
  "largest_force_ev_per_a": 3.67
}


# 7
{
  "formula": "C4H7NO",
  "method": "ωB97M-V with the def2-TZVPD basis set",
  "symbols": ["O", "C", "C", "C", "C", "N", "H", "H", "H", "H", "H", "H", "H"],
  "coordinates": [[-0.1495, 2.4636, 0.4764], [-0.9321, -0.4797, -0.2324], [0.1058, -0.7090, -1.2791], [0.5277, -0.5397, 0.1615], [1.0057, -1.6860, 0.8987], [1.3795, -2.6043, 1.4976], [-0.3183, 3.4129, 0.4629], [-1.3890, 0.5026, -0.1766], [-1.5586, -1.3168, 0.0593], [0.3543, 0.1119, -1.9440], [0.1927, -1.7007, -1.7114], [-0.2837, 2.2028, 1.3956], [1.0047, 0.4015, 0.4177]],
  "forces_ev_per_a": [[-0.047, 0.201, 0.140], [-0.183, 0.013, 0.064], [0.058, -0.037, -0.177], [0.114, 0.045, 0.095], [0.291, -0.742, 0.476], [-0.356, 0.871, -0.582], [0.043, -0.095, -0.019], [0.061, -0.218, -0.035], [0.130, 0.124, -0.051], [-0.046, -0.137, 0.108], [-0.013, 0.157, 0.095], [0.001, 0.047, -0.077], [-0.052, -0.229, -0.037]],
  "mulliken_charge": [-0.64, -0.55, -0.55, 0.07, 0.03, -0.44, 0.29, 0.24, 0.29, 0.23, 0.29, 0.33, 0.41],
  "homo_ev": -10.5,
  "total_energy_ev": -7797.9308,
  "orbital_gap_ev": 10.960,
  "lumo_ev": 0.45,
  "de_lowest_ev": 1.714,
  "molar_mass_g_mol": 85.106,
  "smiles": "N#CC1CC1.O",
  "largest_force_ev_per_a": 1.11
}


# 8
{
  "formula": "C4H7NO",
  "method": "ωB97M-V with the def2-TZVPD basis set",
  "symbols": ["C", "N", "C", "C", "C", "O", "H", "H", "H", "H", "H", "H", "H"],
  "coordinates": [[1.9860, 0.2023, -0.5269], [0.6453, -0.1710, -0.9243], [-1.7228, 1.2581, 0.8895], [-0.1202, -0.6882, -0.0543], [-1.4525, -1.2215, -0.4872], [-2.0585, -2.0351, 0.1667], [2.2709, 1.1289, -1.0332], [2.6746, -0.5774, -0.8738], [2.1113, 0.3192, 0.5599], [-1.5358, 1.0312, 1.9651], [-1.1769, 2.2181, 0.7527], [0.1655, -0.8642, 0.9962], [-1.7880, -0.8551, -1.4748]],
  "forces_ev_per_a": [[0.170, 0.067, 0.052], [-0.280, -0.175, 0.323], [0.267, 0.350, 0.364], [0.196, 0.086, -0.109], [-0.148, -0.257, 0.153], [0.243, 0.329, -0.273], [-0.062, -0.120, 0.100], [-0.101, 0.129, 0.013], [-0.055, -0.044, -0.147], [-0.091, -0.121, -0.280], [-0.117, -0.204, -0.159], [-0.007, 0.016, -0.151], [-0.016, -0.056, 0.113]],
  "mulliken_charge": [-0.71, -0.37, -0.40, -0.20, 0.06, -0.47, 0.26, 0.28, 0.31, 0.21, 0.22, 0.43, 0.37],
  "homo_ev": [-9.9, -9.8],
  "total_energy_ev": -7793.1689,
  "orbital_gap_ev": [8.433, 8.458],
  "lumo_ev": [-1.43, -1.34],
  "de_lowest_ev": 6.475,
  "molar_mass_g_mol": 85.106,
  "largest_force_ev_per_a": 0.57
}


# 9
{
  "formula": "C4H7NO",
  "method": "ωB97M-V with the def2-TZVPD basis set",
  "symbols": ["C", "N", "C", "C", "C", "O", "H", "H", "H", "H", "H", "H", "H"],
  "coordinates": [[-1.3860, 2.0894, -0.2655], [-0.0716, 1.7971, 0.2300], [0.6380, 0.8991, 0.5304], [1.2145, -1.0874, 0.4753], [0.0224, -1.7575, 0.9897], [-0.6920, -0.8463, 0.2296], [-1.9507, 1.1537, -0.2928], [-1.2996, 2.5127, -1.2689], [-1.8736, 2.8199, 0.3835], [2.0740, -0.7967, 1.0685], [1.4201, -1.2619, -0.5752], [-0.0981, -2.8173, 0.7094], [-0.1004, -1.6611, 2.0811]],
  "forces_ev_per_a": [[-0.192, 0.058, -0.079], [0.728, -0.886, 0.270], [-0.655, 0.823, -0.343], [0.342, -0.195, 0.129], [0.295, -0.085, 0.067], [-0.440, 0.086, -0.023], [0.065, 0.155, 0.001], [-0.024, -0.050, 0.146], [0.096, -0.102, -0.086], [-0.168, -0.014, -0.060], [-0.063, 0.079, 0.141], [0.037, 0.158, 0.000], [-0.022, -0.027, -0.161]],
  "mulliken_charge": [-0.63, -0.16, 0.11, -0.33, -0.23, -0.62, 0.31, 0.25, 0.25, 0.28, 0.28, 0.25, 0.23],
  "homo_ev": [-8.2, -8.2],
  "total_energy_ev": -7793.4924,
  "orbital_gap_ev": [8.229, 8.231],
  "lumo_ev": [0.05, 0.05],
  "de_lowest_ev": 6.152,
  "molar_mass_g_mol": 85.106,
  "largest_force_ev_per_a": 1.18
}


# 10
{
  "formula": "C4H7NO",
  "method": "ωB97M-V with the def2-TZVPD basis set",
  "symbols": ["C", "C", "O", "C", "C", "N", "H", "H", "H", "H", "H", "H", "H"],
  "coordinates": [[1.8720, -0.2462, 0.7800], [0.6827, 0.4649, 0.1984], [0.5037, 1.6800, 0.3326], [-0.1648, -0.3681, -0.6254], [-1.5068, -0.6863, -0.1353], [-1.3891, 0.4898, -1.0165], [1.5836, -1.2445, 1.1283], [2.2997, 0.3474, 1.5869], [2.6184, -0.3832, -0.0106], [-1.2465, 0.3956, -2.0051], [-1.7944, -0.3566, 0.8669], [-2.1119, -1.5093, -0.5166], [-1.3467, 1.4164, -0.5836]],
  "forces_ev_per_a": [[0.096, 0.052, 0.171], [0.115, 0.083, 0.144], [0.138, -0.324, -0.053], [0.227, -0.066, 0.292], [-0.140, -0.137, 0.091], [0.378, 0.177, -0.138], [0.072, 0.140, -0.032], [0.026, -0.094, -0.002], [-0.117, 0.036, 0.144], [-1.023, 0.215, -0.321], [-0.078, -0.062, -0.160], [0.218, 0.114, 0.017], [0.089, -0.134, -0.153]],
  "mulliken_charge": [-1.04, 0.89, -0.68, -0.71, -0.21, -0.24, 0.32, 0.33, 0.26, 0.35, 0.20, 0.23, 0.31],
  "homo_ev": -8.1,
  "total_energy_ev": -7796.0184,
  "orbital_gap_ev": 9.019,
  "lumo_ev": 0.96,
  "de_lowest_ev": 3.626,
  "molar_mass_g_mol": 85.106,
  "smiles": "C/C([O-])=C1\\C[NH2+]1",
  "largest_force_ev_per_a": 1.09
}


# 11
{
  "formula": "C4H7NO",
  "method": "ωB97M-V with the def2-TZVPD basis set",
  "symbols": ["N", "C", "O", "C", "C", "C", "H", "H", "H", "H", "H", "H", "H"],
  "coordinates": [[1.9131, -0.6015, -0.0391], [0.8198, 0.8424, -0.0930], [1.3955, 1.8383, -0.4025], [-0.2793, 0.2417, 0.4453], [-1.2778, -0.5949, -0.2965], [-1.6700, 0.7004, 0.3923], [2.1157, -1.0701, -0.9164], [2.7684, -0.3523, 0.4496], [1.2491, -1.0857, 0.5748], [-1.2689, -0.5591, -1.3882], [-1.6420, -1.5421, 0.1004], [-2.2351, 0.6104, 1.3195], [-1.9227, 1.5617, -0.2182]],
  "forces_ev_per_a": [[0.161, -0.186, -0.042], [-0.047, 0.521, 0.065], [-0.221, -0.430, 0.330], [0.023, 0.380, -0.078], [-0.103, -0.234, -0.061], [-0.262, 0.260, -0.027], [-0.031, -0.022, 0.123], [-0.103, -0.075, -0.082], [0.571, -0.303, -0.287], [0.041, -0.031, 0.243], [0.076, 0.190, 0.066], [0.048, 0.061, -0.198], [-0.154, -0.131, -0.053]],
  "mulliken_charge": [-0.53, 0.59, -0.55, -0.33, -0.48, -0.59, 0.27, 0.29, 0.37, 0.22, 0.25, 0.22, 0.26],
  "homo_ev": -7.7,
  "total_energy_ev": -7795.9990,
  "orbital_gap_ev": 8.329,
  "lumo_ev": 0.62,
  "de_lowest_ev": 3.645,
  "molar_mass_g_mol": 85.106,
  "smiles": "[NH3+]C([O-])=C1CC1",
  "largest_force_ev_per_a": 0.71
}


# 12
{
  "formula": "C4H7NO",
  "method": "ωB97M-V with the def2-TZVPD basis set",
  "symbols": ["C", "C", "C", "O", "C", "N", "H", "H", "H", "H", "H", "H", "H"],
  "coordinates": [[-0.3080, 1.2408, -0.4554], [-0.7526, 0.2308, 0.5997], [0.3997, -0.7794, 0.5661], [-0.0163, -2.0378, 1.0380], [0.9332, -0.7824, -0.8619], [0.5162, 0.3731, -1.3270], [0.7608, 0.6936, -2.2563], [-1.1251, 1.7008, -1.0202], [0.3116, 2.0407, -0.0286], [-1.6658, -0.2825, 0.2795], [-0.9201, 0.6732, 1.5841], [1.2403, -0.3924, 1.1773], [0.6262, -2.6785, 0.7047]],
  "forces_ev_per_a": [[-0.037, 0.040, 0.092], [-0.046, -0.044, 0.000], [0.045, 0.233, 0.016], [0.157, -0.147, -0.045], [-0.283, 0.553, 0.041], [0.181, -0.264, -0.097], [0.011, -0.118, 0.140], [0.141, -0.105, 0.080], [-0.087, -0.129, -0.082], [0.107, 0.078, 0.059], [0.034, -0.053, -0.141], [-0.086, -0.063, -0.080], [-0.136, 0.018, 0.018]],
  "mulliken_charge": [-0.47, -0.66, 0.41, -0.51, -0.68, 0.03, 0.20, 0.31, 0.25, 0.27, 0.32, 0.18, 0.35],
  "homo_ev": -8.6,
  "total_energy_ev": -7797.1371,
  "orbital_gap_ev": 9.476,
  "lumo_ev": 0.92,
  "de_lowest_ev": 2.507,
  "molar_mass_g_mol": 85.106,
  "largest_force_ev_per_a": 0.62
}